# 1
# C35H36F5N2O4OsP2Se3

C35H36F5N2O4OsP2Se3 as an isolated structure (ωB97M-V/def2-TZVPD, OMol25).

Structure (XYZ):
```
88
C35H36F5N2O4OsP2Se3 (ωB97M-V/def2-TZVPD)
Os -0.673 -0.357 -0.440
N -0.684 -0.889 1.607
C -1.777 -1.811 1.894
C -2.027 -2.291 3.146
C -3.103 -3.175 3.363
C -3.912 -3.548 2.327
C -3.680 -3.052 1.024
C -4.493 -3.369 -0.091
C -4.205 -2.825 -1.305
C -3.086 -1.980 -1.435
N -2.295 -1.688 -0.430
C -2.593 -2.187 0.811
H 0.185 -1.287 1.965
H -0.828 -0.028 2.134
H -1.393 -1.995 3.974
H -3.287 -3.551 4.360
H -4.745 -4.219 2.490
H -5.340 -4.031 0.040
H -4.813 -3.024 -2.175
H -2.836 -1.531 -2.385
Se 3.225 -1.262 -0.579
P 2.675 0.543 0.600
Se 0.955 1.569 -0.205
C 2.487 0.069 2.336
C 3.195 -1.004 2.875
C 3.092 -1.289 4.229
C 2.286 -0.509 5.044
C 1.583 0.565 4.511
C 1.684 0.859 3.160
C 4.142 1.576 0.472
C 4.423 2.180 -0.755
C 5.548 2.975 -0.882
C 6.389 3.170 0.207
C 6.107 2.572 1.426
C 4.983 1.771 1.563
H 3.822 -1.617 2.240
H 3.639 -2.125 4.643
H 2.207 -0.735 6.100
H 0.963 1.180 5.150
H 1.147 1.701 2.739
H 3.759 2.031 -1.598
H 5.769 3.446 -1.830
H 7.266 3.794 0.104
H 6.760 2.730 2.273
H 4.764 1.311 2.518
F 0.869 -6.394 3.355
C 0.865 -5.473 2.409
C 0.034 -5.478 1.355
F -0.845 -6.439 1.121
C 0.006 -4.340 0.363
F -1.015 -4.403 -0.481
C 0.935 -3.369 0.303
Se 0.932 -1.970 -1.043
C 1.984 -3.851 1.218
F 2.900 -4.643 0.657
C 1.551 -4.177 2.457
F 0.852 -3.208 3.118
C 0.598 1.002 -3.702
C -0.828 0.492 -3.756
C -0.890 -0.944 -4.243
C -1.703 1.382 -4.624
O -1.353 0.467 -2.365
P -2.365 1.575 -1.643
O -3.687 1.658 -2.262
O -2.232 1.017 -0.214
O -1.455 2.868 -1.778
C -1.936 4.239 -1.523
C -2.789 4.255 -0.264
C -2.716 4.710 -2.738
C -0.662 5.041 -1.332
H 1.009 1.025 -4.712
H 1.227 0.353 -3.089
H 0.629 2.008 -3.285
H -0.397 -1.018 -5.213
H -1.923 -1.269 -4.369
H -0.381 -1.620 -3.555
H -1.348 1.304 -5.652
H -1.639 2.424 -4.318
H -2.746 1.072 -4.585
H -3.704 3.677 -0.402
H -3.069 5.282 -0.030
H -2.233 3.844 0.580
H -3.577 4.067 -2.915
H -2.079 4.707 -3.624
H -3.064 5.730 -2.574
H -0.104 4.677 -0.468
H -0.906 6.092 -1.173
H -0.028 4.963 -2.217
```

Results
Total charge   +1
Frontier orbital gap   6.63 eV

These are the Löwdin partial charges, in e, on atoms 1 to 2: Os 0.762; N -0.021

# 2
# C3H27NO9

A 10-piece molecular cluster, C3H27NO9 overall (ωB97M-V/def2-TZVPD, OMol25).

Structure (XYZ):
```
40
C3H27NO9 (ωB97M-V/def2-TZVPD)
C -1.814 2.580 1.274
N -1.624 1.190 0.878
C -2.905 0.558 1.046
C -0.981 0.918 -0.410
H -2.022 2.623 2.390
H -2.574 3.201 0.665
H -0.794 2.882 1.103
H -2.844 -0.543 0.941
H -3.256 0.624 2.167
H -3.721 0.868 0.426
H -0.897 -0.226 -0.508
H 0.055 1.477 -0.330
H -1.552 1.345 -1.282
H -1.662 -2.025 -1.235
H -1.042 -3.163 -0.154
O -1.499 -2.252 -0.205
H 0.461 -1.741 0.850
H -0.028 -0.797 1.946
O 0.753 -1.358 1.780
H 1.980 -2.452 -1.226
H 0.768 -1.656 -1.514
O 1.034 -2.525 -1.081
H -0.513 -0.496 -2.523
H -0.315 -1.381 -3.634
O -0.941 -1.274 -2.888
H -2.437 -0.385 -3.095
H -3.041 0.664 -4.012
O -2.956 0.383 -3.097
H 2.771 0.811 -0.504
H 3.274 -0.392 0.355
O 3.260 0.047 -0.495
H 2.473 -1.176 1.793
H 3.364 -2.247 1.261
O 3.405 -1.440 1.728
H 1.374 2.887 -0.531
H 2.160 2.627 0.877
O 2.148 2.448 -0.072
H 0.485 1.154 1.914
H 1.185 1.623 3.129
O 1.285 1.375 2.222
```

Results
Total charge   0
SMILES   CN(C)C.O.O.O.O.O.O.O.O.O
Frontier orbital gap   8.95 eV

These are the Löwdin partial charges, in e, on atoms 1 to 2: C -0.117; N -0.357

# 3
# C16H17ClNO6S

A 2-piece molecular cluster, C16H17ClNO6S overall (ωB97M-V/def2-TZVPD, OMol25).

Structure (XYZ):
```
42
C16H17ClNO6S (ωB97M-V/def2-TZVPD)
C 4.246 2.579 3.764
C 2.747 2.602 3.610
O 2.248 1.249 3.595
C 0.904 1.235 3.421
C 0.303 -0.109 3.409
C -1.012 -0.205 3.344
C -1.612 -1.549 3.381
O -0.936 -2.566 3.379
O -2.967 -1.559 3.421
C -3.458 -2.914 3.446
C -4.958 -2.898 3.588
O 0.235 2.249 3.291
H 4.595 3.613 3.763
H 4.545 2.119 4.711
H 4.727 2.055 2.933
H 2.289 3.147 4.450
H 2.470 3.099 2.668
H 0.962 -0.964 3.510
H -1.675 0.649 3.272
H -3.170 -3.418 2.510
H -3.007 -3.452 4.293
H -5.303 -3.934 3.590
H -5.262 -2.438 4.533
H -5.439 -2.379 2.755
N 1.060 0.793 -9.500
C 0.888 0.610 -8.357
C 0.678 0.374 -6.950
C -0.520 0.762 -6.339
C -0.728 0.517 -4.979
C 0.271 -0.101 -4.229
S 0.000 -0.437 -2.463
C 0.732 0.896 -1.653
Cl 0.502 1.155 -0.042
O -1.437 -0.410 -2.306
O 0.726 -1.665 -2.226
C 1.460 -0.506 -4.831
C 1.668 -0.258 -6.190
H -1.294 1.258 -6.927
H -1.667 0.799 -4.513
H 1.361 1.578 -2.218
H 2.221 -1.019 -4.251
H 2.606 -0.560 -6.661
```

Results
Total charge   -1
Frontier orbital gap   4.73 eV

These are the Löwdin partial charges, in e, on atoms 1 to 2: C -0.079; C -0.238